<P>
Entry from the Open Molecules 2025 dataset: a single C2H5N5O molecule (the ωB97M-V functional and the def2-TZVPD basis).

CARTESIAN COORDINATES (ANGSTROEM)
C -0.412 -1.205 -0.844
C 0.324 -0.492 0.135
H 0.769 2.165 1.507
H -0.979 1.428 1.407
H -0.912 1.539 -1.936
H 0.342 -2.563 0.095
H 1.858 -0.298 1.225
N -0.064 1.861 0.838
N 0.302 0.857 -0.277
N -0.682 0.829 -1.196
N -1.055 -0.466 -1.600
N 1.102 -1.137 0.989
O -0.593 -2.518 -0.341

The spin multiplicity is 1. The frontier orbital gap is 8.46 eV. The structure (SMILES) is [H]/N=c1/c(O)n[nH]n1N.



<Q>
Entry from the Open Molecules 2025 dataset: a molecular structure, C2H5N5O (the ωB97M-V functional and the def2-TZVPD basis).

CARTESIAN COORDINATES (ANGSTROEM)
C 0.712 -0.405 -0.052
C -1.623 -0.478 0.043
H 2.777 -0.478 -0.246
H 2.263 0.919 -0.438
H -1.211 -2.704 -0.474
H 0.185 1.966 -0.544
H -0.472 2.257 0.968
N 1.933 0.255 0.211
N 0.433 -1.646 -0.011
N -0.944 -1.589 0.369
N -0.481 0.238 0.187
N -0.815 1.619 0.036
O -2.757 0.045 -0.049

The spin multiplicity is 1. The frontier orbital gap is 9.43 eV.



Top of the stability list: <P>, leading by 1.202 eV.



<P>
Entry from the Open Molecules 2025 dataset: 2 unconnected molecules or ions with the total composition C4H10NO (the ωB97M-V functional and the def2-TZVPD basis).

CARTESIAN COORDINATES (ANGSTROEM)
C -1.009 0.355 1.201
C -0.916 0.633 -0.371
C -1.788 1.368 -1.149
C 0.621 -1.319 -0.948
N -0.090 -0.269 -1.147
H -0.547 -0.664 1.534
H -2.097 0.446 1.466
H -0.542 1.280 1.549
H -1.749 1.250 -2.193
H -2.416 2.097 -0.799
H 0.190 -2.327 -1.163
H 1.694 -1.331 -0.852
H -0.351 -0.235 -2.178
H 2.301 -0.132 1.911
H 3.683 -0.755 1.867
O 3.016 -0.397 1.274

The spin multiplicity is 1. The frontier orbital gap is 6.51 eV. As for the net charge: +1.



<Q>
Entry from the Open Molecules 2025 dataset: a molecular structure, C4H10NO (the ωB97M-V functional and the def2-TZVPD basis).

CARTESIAN COORDINATES (ANGSTROEM)
C 1.258 -0.495 -0.352
C -0.105 -0.026 -0.010
C -0.076 1.431 0.202
C -1.273 -0.835 -0.414
N 0.738 -0.795 1.001
O 2.351 0.163 -0.625
H 1.456 -1.696 -0.910
H 0.774 1.847 -0.339
H 0.020 1.767 1.206
H -0.900 2.020 -0.239
H -1.786 -0.609 -1.376
H -1.881 -0.752 0.431
H -0.991 -1.885 -0.442
H 0.456 -1.704 1.356
H 1.040 -0.207 1.760
H 2.478 1.005 -0.937

The spin multiplicity is 1. The frontier orbital gap is 12.71 eV. As for the net charge: +1.



<R>
Entry from the Open Molecules 2025 dataset: a molecular structure, C4H10NO (the ωB97M-V functional and the def2-TZVPD basis).

CARTESIAN COORDINATES (ANGSTROEM)
C -0.889 1.487 -0.040
C 0.779 0.478 0.555
C 1.280 -0.470 1.547
C -0.717 -0.628 -1.464
N -0.669 0.038 -0.151
O 0.174 1.717 0.936
H -0.708 2.106 -0.929
H -1.904 1.935 0.191
H 1.300 0.576 -0.469
H 0.438 -0.664 2.310
H 2.192 0.017 1.829
H 1.617 -1.407 0.938
H -1.695 -0.442 -1.960
H 0.130 -0.222 -2.213
H -0.542 -1.748 -1.433
H -1.292 -0.489 0.501

The spin multiplicity is 1. The frontier orbital gap is 12.30 eV. As for the net charge: +1.



Top of the stability list: <R>, leading by 0.104 eV.



<P>
Entry from the Open Molecules 2025 dataset: 2 unconnected molecules or ions with the total composition C4H10NO (the ωB97M-V functional and the def2-TZVPD basis).

CARTESIAN COORDINATES (ANGSTROEM)
C 1.251 -0.236 -1.553
N 2.505 -0.038 -1.498
H 0.753 -0.890 -0.847
H 0.652 0.254 -2.312
H 2.960 0.621 -2.122
H 3.080 -0.562 -0.844
C -1.946 -1.453 0.097
C -0.972 -0.577 0.819
C -1.056 0.736 0.941
O -0.038 1.503 1.484
H -2.564 -2.032 0.781
H -2.617 -0.949 -0.594
H -1.402 -2.211 -0.477
H -0.129 -1.108 1.257
H -1.927 1.307 0.631
H 0.168 2.202 0.858

The spin multiplicity is 1. The frontier orbital gap is 6.95 eV. As for the net charge: +1.



<Q>
Entry from the Open Molecules 2025 dataset: a gas-phase ion, C4H10NO (charge +1) (the ωB97M-V functional and the def2-TZVPD basis).

CARTESIAN COORDINATES (ANGSTROEM)
C 0.820 0.021 0.437
C 0.798 -0.454 -1.863
C -1.343 -0.092 -0.659
C 0.328 0.415 1.754
N 0.095 -0.207 -0.601
O -0.956 0.509 2.013
H 1.830 -0.188 0.381
H 0.505 0.393 -2.440
H 0.692 -1.436 -2.380
H 1.876 -0.353 -1.709
H -1.705 0.461 -1.512
H -1.788 0.239 0.337
H -1.738 -1.054 -0.859
H 0.665 -0.490 2.337
H 1.031 1.212 1.940
H -1.108 1.025 2.822

The spin multiplicity is 1. The frontier orbital gap is 11.02 eV. As for the net charge: +1. The structure (SMILES) is C[N+](C)=CCO.



<R>
Entry from the Open Molecules 2025 dataset: 2 unconnected molecules or ions with the total composition C4H10NO (the ωB97M-V functional and the def2-TZVPD basis).

CARTESIAN COORDINATES (ANGSTROEM)
C -0.247 2.606 -1.139
C 0.016 -0.726 0.447
C -0.810 -1.981 0.302
C 1.421 -0.659 0.061
N -0.594 0.350 0.803
O 0.730 2.058 -0.624
H -0.539 2.223 -2.152
H -0.664 3.518 -0.752
H -1.178 -2.044 1.368
H -0.213 -2.947 0.013
H -1.735 -1.895 -0.289
H 1.999 -1.565 0.265
H 1.930 0.215 0.433
H 1.449 -0.530 -1.016
H 0.082 1.054 1.215
H -1.647 0.323 1.067

The spin multiplicity is 1. The frontier orbital gap is 9.96 eV. As for the net charge: +1.



<S>
Entry from the Open Molecules 2025 dataset: 2 unconnected molecules or ions with the total composition C4H10NO (the ωB97M-V functional and the def2-TZVPD basis).

CARTESIAN COORDINATES (ANGSTROEM)
C -0.811 1.659 0.060
C -0.854 0.276 0.610
C -1.740 -0.203 1.469
C 0.060 -1.709 -0.307
N 0.258 -0.573 0.207
H -0.990 2.471 0.773
H 0.143 1.913 -0.398
H -1.529 1.764 -0.735
H -1.678 -1.200 1.908
H -2.587 0.380 1.798
H 0.885 -2.385 -0.517
H -0.930 -2.019 -0.583
H 1.155 -0.111 0.293
H 3.504 -0.537 -1.422
H 2.502 0.487 -1.909
O 2.612 -0.213 -1.247

The spin multiplicity is 1. The frontier orbital gap is 9.76 eV. As for the net charge: +1.



Top of the stability list: <S>, leading by 0.344 eV.